Record 1
25
Properties=species:S:1:pos:R:3:lowdin_charge:R:1 method="wB97M-V/def2-TZVPD" smiles="C=C(C)N.CCCC" orbital_gap_ev=9.19 relative_energy_ev=0.6965
C -2.1488 0.6559 0.5133 -0.1146
C 0.6449 3.3667 0.4586 -0.1175
C 0.0087 1.9808 0.5003 -0.2945
C -1.5025 2.0234 0.3290 -0.2904
H -1.7062 -0.0685 -0.1735 0.0628
H -3.2204 0.6950 0.3118 0.0674
H -2.0051 0.2931 1.5318 0.0713
H 1.7250 3.3102 0.3274 0.0652
H 0.4552 3.9080 1.3892 0.0716
H 0.2460 3.9660 -0.3609 0.0695
H 0.2522 1.5100 1.4594 0.1071
H 0.4271 1.3259 -0.2703 0.0875
H -1.9295 2.7382 1.0382 0.1070
H -1.7290 2.4141 -0.6695 0.1083
C 1.5842 -1.4377 -0.6263 -0.0685
C 0.8839 -2.7594 -0.6561 -0.4934
C -0.1365 -3.0230 -1.4729 0.0075
N 1.3945 -3.7038 0.2425 0.0723
H 2.6688 -1.5011 -0.7163 0.0812
H 1.3442 -0.9485 0.3223 0.0731
H 1.1930 -0.7902 -1.4111 0.0707
H -0.6733 -3.9605 -1.4251 0.0478
H -0.4503 -2.2926 -2.2031 0.0457
H 1.9417 -3.3130 0.9929 0.0782
H 0.7320 -4.3891 0.5684 0.0848

=====

Record 2
69
Properties=species:S:1:pos:R:3:lowdin_charge:R:1 method="wB97M-V/def2-TZVPD" smiles="CCOC(=O)[C@H]1CCCN(C(=O)C2CCN(S(=O)(=O)c3c(C)noc3/C=C/c3ccccc3F)CC2)C1" orbital_gap_ev=8.01 relative_energy_ev=0.9868
C 4.9556 -1.2260 -1.2417 -0.0435
C 4.3399 0.1436 -0.9934 -0.2043
H 4.3106 0.3682 0.0752 0.1089
H 4.8998 0.9208 -1.5235 0.1262
O 2.9756 0.1757 -1.4251 -0.0211
C 2.7640 0.3439 -2.7329 -0.4599
O 3.6338 0.6014 -3.5223 0.1281
C 1.3059 0.1628 -3.1340 -0.1735
C 1.2693 -0.8088 -4.3208 -0.1436
C 1.6987 -2.1947 -3.8447 -0.1453
C 0.8290 -2.6478 -2.6750 -0.1267
N 0.8399 -1.6813 -1.5900 -0.0296
C 1.3614 -2.0379 -0.3943 -0.4352
O 1.8853 -3.1251 -0.2255 0.0630
C 1.1586 -1.0834 0.7820 -0.2177
H 1.3091 -0.0472 0.4772 0.1111
C 2.1565 -1.3836 1.8991 -0.1137
C 2.0018 -0.3447 3.0125 -0.1629
N 0.6137 0.0183 3.2165 -0.2357
S 0.1650 1.6033 3.1961 0.6806
O -1.1087 1.6863 3.8498 -0.2760
O 1.2648 2.3699 3.6980 -0.2688
C -0.0993 2.0813 1.5045 -0.1430
C -1.2859 2.0101 0.7997 -0.2431
C -2.5828 1.5786 1.2226 -0.0058
C -3.6215 1.4375 0.3826 0.0168
C -4.9576 1.0333 0.7647 -0.1463
C -5.3876 0.9415 2.0929 -0.0141
C -6.6801 0.5661 2.3995 -0.0787
C -7.5859 0.2697 1.3917 -0.0723
C -7.1937 0.3496 0.0666 -0.0060
C -5.8990 0.7281 -0.2252 -0.2204
F -5.5294 0.7934 -1.5220 0.0676
H -7.8748 0.1258 -0.7393 0.1191
H -8.5959 -0.0211 1.6352 0.1066
H -6.9880 0.5070 3.4321 0.1051
H -4.6989 1.1827 2.8867 0.1144
H -3.4675 1.6253 -0.6725 0.1250
H -2.6525 1.3939 2.2834 0.0924
O -1.0664 2.4543 -0.4504 0.0245
N 0.2323 2.8347 -0.5725 0.1220
C 0.8253 2.6295 0.5759 -0.3143
C 2.2524 2.9505 0.8027 0.0062
H 2.5230 3.8362 0.2344 0.0946
H 2.8767 2.1274 0.4590 0.0646
H 2.4207 3.1118 1.8647 0.0719
C -0.3574 -0.9630 2.8119 -0.1643
C -0.2756 -1.2899 1.3085 -0.0902
H -0.5651 -2.3326 1.1634 0.1309
H -0.9728 -0.6723 0.7396 0.1011
H -1.3368 -0.5661 3.0773 0.1115
H -0.1829 -1.8668 3.4030 0.1344
H 2.5402 0.5752 2.7780 0.1087
H 2.4055 -0.7364 3.9541 0.1299
H 1.9739 -2.3898 2.2761 0.1250
H 3.1744 -1.3606 1.5114 0.1154
C 0.4106 -0.3688 -2.0067 -0.0990
H 0.4160 0.3296 -1.1775 0.0939
H -0.6158 -0.4392 -2.3891 0.1423
H 1.1869 -3.5963 -2.2720 0.1218
H -0.2081 -2.7677 -3.0116 0.1315
H 1.6129 -2.9177 -4.6567 0.1171
H 2.7424 -2.1650 -3.5281 0.1150
H 1.9416 -0.4528 -5.1019 0.1174
H 0.2561 -0.8491 -4.7254 0.1205
H 0.9370 1.1456 -3.4443 0.1603
H 5.0644 -1.3969 -2.3100 0.0777
H 4.3228 -2.0053 -0.8211 0.0706
H 5.9370 -1.2746 -0.7790 0.0814

=====

Record 3
119
Properties=species:S:1:pos:R:3:lowdin_charge:R:1 method="wB97M-V/def2-TZVPD" orbital_gap_ev=6.52 charge=-1 relative_energy_ev=0.0000
Mg 0.2307 1.9187 -1.1252 0.6171
C 2.3909 5.4186 -1.7239 0.0083
C 3.7852 5.6612 -1.8916 -0.3777
C 4.7690 4.4394 -1.8361 -0.3765
O 5.9633 4.6666 -1.9170 0.0350
C 4.1771 3.1523 -1.6461 -0.0012
C 2.8124 2.9543 -1.5567 -0.3337
C 1.8649 4.1592 -1.5622 -0.3459
O 0.5998 3.9463 -1.4709 -0.1086
O 2.3482 1.7939 -1.2076 -0.1282
O 4.2943 6.7536 -2.0425 0.0401
H 1.7237 6.2656 -1.6029 0.1070
H 4.8159 2.2916 -1.7991 0.0991
C 1.3989 -1.2487 0.4551 -0.0581
C 0.0664 -1.1432 -0.3063 -0.4594
O -0.2950 0.1108 -0.6514 -0.2878
H 1.2110 -0.7528 1.4135 0.0429
H 2.1560 -0.6137 -0.0031 0.0668
H 1.5632 -2.3221 0.4570 0.0510
H -0.7180 -1.6358 0.3053 0.0707
H 0.1316 -1.8702 -1.1558 0.0732
C -2.0625 -4.3411 -3.7273 -0.0450
C -1.7275 -4.3270 -2.2559 -0.1886
O -0.3479 -4.7960 -2.1576 0.0320
C 0.1609 -4.8505 -0.9523 -0.4339
O -0.4470 -4.6866 0.0551 0.1680
C 1.6512 -5.2314 -0.9345 -0.5499
F 2.3348 -4.0818 -0.7855 0.1415
F 1.9382 -5.9967 0.1028 0.1900
F 2.0433 -5.7943 -2.0795 0.1704
H -3.0348 -3.8706 -3.8788 0.0814
H -2.0878 -5.3658 -4.0955 0.0842
H -1.3173 -3.7956 -4.3066 0.0763
H -2.4410 -4.9642 -1.7337 0.1316
H -1.6383 -3.3488 -1.7832 0.1039
C -2.3554 5.7309 -1.4591 -0.0420
C -2.7640 4.7295 -2.5265 -0.1527
O -3.5940 3.6838 -1.9388 0.0651
C -2.9686 2.7190 -1.3339 -0.3644
O -1.8041 2.4732 -1.4329 0.1319
C -3.9110 1.7418 -0.6088 -0.5216
F -3.8894 0.5863 -1.2810 0.1744
F -3.4840 1.5052 0.6306 0.1781
F -5.1739 2.1823 -0.5589 0.1705
H -2.1651 6.6966 -1.9213 0.0843
H -1.4373 5.3679 -0.9904 0.0590
H -3.1140 5.7800 -0.6799 0.0842
H -1.9293 4.2831 -3.0658 0.1211
H -3.4140 5.1761 -3.2785 0.1227
C 3.4051 2.5126 3.6457 -0.0675
C 2.4481 2.3033 2.4946 -0.1371
O 1.3119 3.1926 2.7875 0.0633
C 0.2754 3.1486 1.9815 -0.3621
O 0.1843 2.6201 0.9217 0.1491
C -0.9014 3.9774 2.5241 -0.5362
F -1.5170 4.6177 1.5263 0.1690
F -1.8155 3.1130 3.0056 0.1559
F -0.5621 4.8450 3.4556 0.1953
H 3.6884 3.5469 3.8449 0.0857
H 4.3812 2.0424 3.5163 0.0768
H 2.9538 2.0739 4.5384 0.0744
H 2.1605 1.2609 2.3850 0.1162
H 2.8856 2.6631 1.5597 0.1328
C 6.3406 -0.2225 0.7323 -0.0563
C 5.8738 -1.5567 1.2461 -0.1708
O 4.9330 -1.2523 2.3235 0.0185
C 4.7736 -2.1399 3.2732 -0.4237
O 4.9669 -3.3099 3.1750 0.1755
C 4.2304 -1.4525 4.5450 -0.5275
F 5.2451 -1.1986 5.3932 0.1574
F 3.6017 -0.3041 4.2757 0.1527
F 3.3906 -2.2663 5.1873 0.1666
H 7.0378 0.2786 1.4051 0.0823
H 5.5383 0.4796 0.5230 0.0781
H 6.8589 -0.4383 -0.2069 0.0858
H 6.6759 -2.2222 1.5527 0.1283
H 5.2201 -2.0373 0.5149 0.1287
C 1.3951 -1.7227 -3.6532 -0.0533
C 2.0013 -0.3393 -3.5834 -0.1506
O 1.3953 0.4654 -4.6168 0.0820
C 0.4889 1.3379 -4.3020 -0.3472
O 0.1744 1.6747 -3.1994 0.1296
C -0.2052 2.0000 -5.5165 -0.5318
F -1.4757 2.2578 -5.2057 0.1716
F 0.3856 3.1658 -5.7938 0.1819
F -0.1651 1.2139 -6.5917 0.1727
H 0.3221 -1.6913 -3.4530 0.0761
H 1.8267 -2.3822 -2.8965 0.0728
H 1.5493 -2.2285 -4.6095 0.0821
H 3.0786 -0.3648 -3.7131 0.1373
H 1.7895 0.0691 -2.5969 0.0927
C -1.0020 -0.6680 3.6820 -0.0338
C -1.2872 -2.1582 3.7518 -0.1713
O -2.5656 -2.3708 4.4008 0.0348
C -2.5242 -2.5490 5.7060 -0.4187
O -1.5700 -2.4554 6.4030 0.1762
C -3.9085 -3.0023 6.2303 -0.5398
F -3.7684 -3.6905 7.3613 0.1697
F -4.6131 -1.8794 6.5224 0.1427
F -4.6074 -3.7012 5.3500 0.1801
H -0.0707 -0.4810 3.1438 0.0629
H -0.9410 -0.2990 4.7040 0.0841
H -1.7495 -0.1372 3.0902 0.0812
H -0.4837 -2.6346 4.3083 0.1253
H -1.3834 -2.6075 2.7707 0.0986
C -3.3301 -2.0255 0.7697 -0.0444
C -4.0736 -2.6987 -0.3514 -0.1807
O -5.2951 -1.9954 -0.6626 0.0455
C -6.0517 -2.4850 -1.6093 -0.4137
O -5.9124 -3.5371 -2.1627 0.1576
C -7.2877 -1.5838 -1.8700 -0.5451
F -7.6824 -0.9929 -0.7339 0.1606
F -6.9002 -0.6058 -2.7100 0.1568
F -8.3116 -2.2449 -2.3765 0.1850
H -2.8927 -1.1126 0.3611 0.0667
H -2.4957 -2.6491 1.0835 0.0560
H -3.9468 -1.8275 1.6453 0.0947
H -4.3390 -3.7341 -0.1108 0.1341
H -3.4613 -2.7555 -1.2476 0.1008

=====

no.,E_tot (eV),E_HOMO (eV)
1,-9024.5285,-8.19
2,-57789.0438,-8.72
3,-139435.5653,-4.58